(1)
# C27H26BrO3S

2 unconnected molecules or ions with the total composition C27H26BrO3S (wB97M-V/def2-TZVPD, the OMol25 dataset).

Results
- E_LUMO: -4.59 eV
- M: 510.47 g mol⁻¹
- Charge: +1
- Gap between HOMO and LUMO: 5.87 eV

```
58
Properties=species:S:1:pos:R:3:forces:R:3
C 1.27557 -4.13837 0.25250 0.5 0.2 0.1
S 1.53532 -2.31967 0.16437 0.0 -0.9 -0.1
C 2.65529 -2.30891 -1.26431 -0.2 -0.1 0.4
C 0.06727 -1.79373 -0.51571 -0.9 0.5 -0.6
C -1.05867 -1.90060 0.35622 0.4 0.2 0.6
C -2.46008 -1.90597 -0.20757 -0.1 -0.2 0.0
C -2.74927 -2.38260 -1.49439 -0.2 0.4 0.3
C -4.06879 -2.38713 -1.97118 0.1 0.1 0.2
C -5.10541 -1.90099 -1.16344 0.9 0.0 0.5
Br -6.88433 -1.90337 -1.79542 0.1 0.0 0.0
C -4.82563 -1.45858 0.14439 0.3 -0.3 -0.3
C -3.51595 -1.50919 0.62591 -0.2 0.1 -0.3
O -0.88616 -1.98541 1.59371 -0.2 -0.2 -0.8
H 2.21839 -4.57757 0.59589 -0.2 -0.1 0.0
H 0.47404 -4.33217 0.96875 0.2 0.2 -0.1
H 1.01438 -4.50105 -0.74774 0.0 0.2 0.2
H 3.60113 -2.71095 -0.88219 -0.2 0.1 -0.3
H 2.23552 -2.94768 -2.04977 0.1 0.2 0.1
H 2.77664 -1.27456 -1.59550 0.0 -0.3 0.1
H 0.02960 -1.51564 -1.56973 0.0 -0.7 0.3
H -1.92530 -2.76522 -2.09715 -0.3 0.1 0.0
H -4.29087 -2.77887 -2.96071 0.0 0.1 0.2
H -5.62324 -1.09665 0.78735 0.0 -0.2 -0.1
H -3.29469 -1.24926 1.66190 0.0 0.0 -0.3
C -4.12662 2.14228 3.49528 -0.3 0.0 0.5
C -3.99283 1.93182 1.98189 -0.3 0.1 -0.3
C -2.52341 1.71193 1.80493 0.8 -0.2 0.4
C -1.90628 1.84531 3.07492 -0.4 0.0 0.0
O -2.77902 2.07572 4.08981 0.4 -0.1 -1.4
C -0.52205 1.69411 3.24841 -0.6 0.0 0.4
C 0.22361 1.33936 2.15288 0.1 0.2 -0.5
C -0.35076 1.21162 0.84918 -0.1 -0.4 0.3
C 0.43434 0.93475 -0.30809 -0.6 1.2 0.1
C 1.73477 1.46690 -0.53736 0.5 0.0 -0.2
C 2.41163 1.12231 -1.74891 0.3 0.3 0.1
C 3.72437 1.50170 -1.93666 0.0 0.1 0.7
C 4.37877 2.27562 -0.94945 0.4 -0.5 0.2
O 5.71621 2.40984 -1.14008 -1.4 -0.3 -0.6
C 6.04478 1.69193 -2.39057 0.5 0.2 0.1
C 4.74774 1.11043 -2.96210 -0.3 0.0 -0.4
C 3.69362 2.77213 0.17252 0.6 0.0 -0.5
C 2.39402 2.37564 0.35732 -0.3 -0.5 0.0
C -1.76291 1.35405 0.71272 -0.1 0.1 0.2
H -4.55314 3.12343 3.74265 0.2 -0.3 0.0
H -4.73378 1.36046 3.97087 0.3 0.3 0.0
H -4.57842 1.07098 1.63605 0.1 0.2 0.0
H -4.34379 2.81595 1.43572 0.1 -0.2 0.0
H -0.09508 1.82524 4.23867 0.0 -0.2 -0.2
H 1.28985 1.14839 2.27387 -0.4 -0.1 0.1
H -0.07849 0.51401 -1.17338 0.1 0.5 0.3
H 1.90057 0.55320 -2.52951 0.1 0.0 0.3
H 6.51321 2.40951 -3.07633 -0.1 -0.2 0.4
H 6.77007 0.90660 -2.14315 -0.2 0.3 0.1
H 4.81079 0.02217 -3.07035 0.0 0.2 0.0
H 4.52151 1.53906 -3.94602 0.0 -0.1 0.2
H 4.21487 3.42070 0.86811 -0.2 0.0 0.0
H 1.86664 2.74924 1.23128 0.1 0.0 -0.4
H -2.23953 1.21772 -0.26129 0.2 0.0 0.2
```
Forces are in eV/Å.

(2)
# CH3Br2PS

2 unconnected molecules or ions with the total composition CH3Br2PS (wB97M-V/def2-TZVPD, the OMol25 dataset).

Results
- E_LUMO (alpha / beta): -3.24 / -0.79 eV
- M: 237.88 g mol⁻¹
- ΔE to the lowest compared entry with this formula, charge and spin: 341.6 kJ/mol
- Gap between HOMO and LUMO (alpha / beta): 5.94 / 8.65 eV

```
8
Properties=species:S:1:pos:R:3:forces:R:3
C -2.03355 -0.00501 -0.30741 0.4 4.3 -2.8
P 1.56106 -0.02058 0.24115 1.0 -0.1 -0.6
S 2.25720 -0.29663 -1.58210 -0.5 0.2 1.0
Br 2.58424 1.80067 1.19032 -0.4 -0.8 -0.2
Br 2.13664 -1.80611 1.53502 -0.2 0.7 -0.3
H -2.22275 -0.10242 -1.37799 0.2 -0.9 0.4
H -2.26049 -0.67139 0.41605 -0.6 -2.1 2.0
H -2.02235 1.10146 -0.11503 0.2 -1.3 0.5
```
Forces are in eV/Å.

(3)
# C13H23F3NO4P2Pb

A molecular structure, C13H23F3NO4P2Pb (wB97M-V/def2-TZVPD, the OMol25 dataset).

Results
- E_LUMO: -3.22 eV
- M: 583.47 g mol⁻¹
- Charge: +1
- Gap between HOMO and LUMO: 8.21 eV

```
47
Properties=species:S:1:pos:R:3:forces:R:3
Pb 0.02090 0.84203 0.03302 0.0 1.1 -0.6
P 1.48564 -0.89779 -1.54522 1.6 -1.2 -0.2
C 1.30169 -2.71206 -1.32910 0.1 0.3 -0.1
C 0.29149 -3.03368 -0.26886 0.3 -0.7 1.0
N -0.33271 -2.06486 0.43314 -0.3 -0.3 0.4
C -1.09198 -2.42809 1.50193 -0.2 -0.9 -0.5
C -1.22277 -3.78063 1.88741 0.2 0.5 0.0
C -0.55055 -4.78146 1.16807 -0.2 0.6 0.2
C 0.22180 -4.38389 0.08099 -0.6 -0.3 0.1
C -1.87035 -1.37036 2.29605 0.7 -0.5 0.0
P -2.31494 0.09815 1.33027 0.0 -0.3 0.2
H 0.76625 -5.11133 -0.52899 -0.2 0.2 0.3
H -1.81340 -4.00244 2.78696 0.3 0.0 -0.6
H -0.62348 -5.83022 1.47039 0.0 0.4 -0.1
H -2.78277 -1.82593 2.69111 0.2 0.0 0.2
H -1.22934 -1.05803 3.13938 -0.3 0.0 -0.2
H 1.13252 -3.24406 -2.26889 -0.3 0.1 0.0
H 2.30111 -3.06556 -0.98792 -0.8 0.0 -0.2
H -1.30074 -2.63879 -3.60412 -0.9 0.7 -0.9
O -2.02737 -2.37158 -4.23035 1.0 -1.4 1.1
H -2.38366 -3.26127 -4.43318 -0.1 0.8 -0.2
H -1.84380 0.13331 -4.13017 -0.1 0.4 0.7
O -1.80604 0.76829 -3.38124 -0.8 -1.0 0.7
H -2.49890 0.44692 -2.74127 1.0 0.4 -1.3
C -3.79208 -0.40821 0.41249 -0.3 -0.1 -0.2
H -4.51121 -0.90755 1.07414 0.1 0.1 -0.1
H -4.27018 0.47536 -0.02740 0.1 -0.2 0.0
H -3.52077 -1.10524 -0.39524 -0.1 0.2 0.3
C -2.83308 1.32160 2.54660 -0.3 0.2 0.2
H -3.12232 2.23776 2.02153 0.0 -0.1 0.1
H -3.68524 0.96119 3.12987 0.1 0.1 0.0
H -2.00474 1.56295 3.22158 -0.1 -0.1 -0.1
C 3.09518 -0.91340 -0.65616 0.4 0.3 0.1
H 3.71817 -1.66771 -1.17073 -0.1 0.5 0.3
H 3.60749 0.05708 -0.66509 -0.1 -0.2 0.1
H 2.93605 -1.23803 0.38388 0.1 0.3 -0.3
C 2.05305 -0.77868 -3.26036 -0.3 0.4 -0.3
H 2.33534 0.26761 -3.44965 0.0 -0.4 -0.2
H 2.91260 -1.44035 -3.41581 -0.2 0.2 0.0
H 1.22365 -1.06110 -3.92585 0.3 0.2 0.1
F 2.66363 4.19213 1.75066 -0.6 -1.2 -0.3
C 2.01157 3.09874 1.36019 -0.4 0.7 -0.7
F 0.64298 3.32823 1.50759 1.3 0.1 -0.4
F 2.25066 2.92023 -0.00640 -0.4 0.4 1.2
C 2.35996 1.75793 2.03781 0.8 -0.3 0.5
O 3.34848 1.69374 2.73942 -1.2 -0.1 -0.7
O 1.52338 0.81055 1.69382 0.4 0.0 0.4
```
Forces are in eV/Å.

(4)
# H68O34

34 unconnected molecules or ions with the total composition H68O34 (wB97M-V/def2-TZVPD, the OMol25 dataset).

Results
- E_LUMO: -0.93 eV
- M: 612.51 g mol⁻¹
- ΔE to the lowest compared entry with this formula, charge and spin: 440.5 kJ/mol
- Gap between HOMO and LUMO: 8.06 eV

```
102
Properties=species:S:1:pos:R:3:forces:R:3
O 1.77062 3.34225 -1.71262 0.0 0.2 0.1
H 1.88254 4.26845 -1.49847 0.0 0.4 0.0
H 2.29505 3.21360 -2.50297 0.0 -0.3 -0.3
O 1.67134 -5.30495 1.77025 -0.2 0.1 0.6
H 1.72329 -4.92422 0.89357 0.2 0.1 -0.5
H 2.06271 -6.17362 1.67821 0.1 -0.2 -0.1
O -1.94430 0.45843 4.39248 -0.6 0.7 -0.1
H -1.50445 0.16900 3.59312 0.4 -0.3 -0.3
H -1.23338 0.61797 5.01327 0.1 -0.4 0.2
O -3.61989 2.67830 -1.36517 0.0 0.0 0.0
H -2.93870 3.11161 -0.85092 0.3 0.4 0.8
H -4.35874 3.28654 -1.34570 -0.2 0.1 -0.2
O -5.32239 0.44551 -1.12444 -0.4 -0.3 0.3
H -4.56811 0.65838 -0.57489 0.3 0.1 0.2
H -5.90636 1.19834 -1.03253 -0.1 0.1 0.0
O -1.99296 -1.76490 -3.64612 -0.5 0.3 0.1
H -1.77868 -1.77118 -2.71324 0.2 -0.3 0.5
H -1.14697 -1.84220 -4.08722 0.3 -0.2 -0.2
O 0.68613 -0.43880 3.39930 -0.5 0.1 0.0
H 1.37400 0.21846 3.50450 0.3 0.6 0.0
H 1.11789 -1.16929 2.95637 0.3 -0.6 -0.3
O -4.55332 -3.12302 -1.39475 -0.3 -0.2 -0.1
H -3.68117 -2.80127 -1.62291 0.3 0.0 -0.1
H -4.61467 -2.99904 -0.44760 0.0 0.1 0.3
O 4.30112 2.23639 1.69074 0.1 0.2 -0.1
H 5.17794 2.21137 2.07386 0.4 0.3 0.3
H 4.45247 2.34543 0.75188 -0.1 0.0 -0.5
O -1.21635 -3.02679 -0.84485 -0.1 -0.1 -1.2
H -1.45928 -3.28183 0.04519 -0.3 0.3 0.6
H -0.51718 -2.38358 -0.72780 0.4 0.0 0.1
O -3.70627 1.51723 2.04816 -0.4 -0.4 0.0
H -3.40175 1.50169 2.95551 0.1 -0.1 0.5
H -3.41055 2.36256 1.71022 0.4 0.3 -0.5
O -1.88342 -2.99719 1.74203 0.3 -0.2 0.2
H -2.15691 -3.80861 2.16987 -0.1 -0.2 0.2
H -2.20999 -2.30250 2.31388 -0.3 0.3 0.0
O -0.23174 -0.05123 -0.30266 -0.7 -0.1 -0.3
H -0.02874 0.80789 0.06737 0.2 0.5 0.3
H 0.37989 -0.64856 0.12785 0.1 -0.5 0.0
O 1.62381 -2.21349 -0.21377 -0.5 -0.2 -0.3
H 1.95071 -1.46130 -0.70729 0.4 0.5 -0.5
H 1.94325 -2.07293 0.67754 0.5 -0.4 0.7
O 0.49582 -2.36274 -4.60286 0.3 0.0 -0.2
H 1.16219 -1.72473 -4.85805 0.1 0.3 0.0
H 0.97867 -3.18124 -4.48820 -0.1 -0.4 0.1
O 0.79930 2.35206 0.60233 0.0 -0.2 0.1
H 1.36503 2.53432 1.35264 -0.1 0.0 0.7
H 1.03448 3.01868 -0.04307 0.1 0.1 -0.5
O 2.74096 -2.41425 2.36732 -0.4 0.3 0.1
H 3.41489 -1.85756 2.75739 0.6 0.5 -0.1
H 2.77544 -3.22469 2.87547 -0.3 -0.6 -0.1
O 0.51194 6.07130 0.36628 1.0 -0.2 0.6
H 1.11364 6.31599 -0.33680 0.0 0.3 -0.1
H -0.21505 5.63727 -0.08020 -0.8 0.0 -0.2
O 2.48530 0.37554 -1.50882 0.9 -0.5 0.3
H 1.90933 0.35219 -2.27298 -0.4 0.1 -0.6
H 2.18684 1.13366 -1.00642 -0.3 0.2 0.2
O -4.56693 -1.27543 1.86350 0.1 -0.6 0.1
H -5.48352 -1.07636 1.67257 -0.2 0.0 -0.1
H -4.14390 -0.41924 1.92853 0.1 0.6 -0.1
O -1.31707 1.60720 -2.23553 0.7 0.2 -0.3
H -2.21328 1.90583 -2.08109 -0.7 0.0 -0.1
H -1.20364 0.86885 -1.63702 0.2 -0.7 0.3
O 5.88615 -1.41550 -0.06232 0.3 0.4 0.3
H 6.59572 -1.30736 -0.69561 0.3 0.0 0.0
H 5.16959 -1.79904 -0.56795 -0.4 -0.4 -0.1
O 2.24317 2.10814 3.42244 -0.8 -0.1 0.3
H 2.58776 2.60762 4.16272 0.1 0.1 0.3
H 2.96503 2.08098 2.79444 0.5 0.0 -0.4
O 4.31174 -2.65486 -2.06624 0.2 0.1 0.0
H 3.81932 -3.26218 -2.61843 0.0 -0.2 -0.2
H 4.39872 -1.86369 -2.59796 -0.1 0.4 -0.2
O 0.93441 0.77144 -3.84274 0.6 -0.1 -0.3
H 0.08563 1.00677 -3.46800 -0.9 0.2 0.5
H 0.82959 0.91494 -4.78330 0.0 0.0 -0.2
O -0.70712 3.33858 3.41333 0.0 0.2 0.4
H 0.14922 3.68399 3.66548 0.2 0.2 -0.2
H -0.82027 2.55808 3.95577 -0.3 -0.4 0.1
O 5.04708 -0.34279 2.39093 -0.1 -0.1 0.9
H 5.54970 -0.73917 1.67925 0.2 -0.4 -0.6
H 4.80934 0.52442 2.06279 -0.4 -0.2 -0.2
O 0.00433 -1.58226 5.85983 -0.2 -0.3 0.6
H 0.16149 -0.80204 6.39160 0.1 0.1 0.2
H 0.28860 -1.33436 4.98008 0.1 0.2 -0.5
O -1.81618 3.45080 1.02270 -1.1 0.3 -1.1
H -1.59814 3.48688 1.95405 0.5 0.1 0.5
H -1.06171 3.02473 0.61593 0.4 -0.3 0.2
O -1.74373 -5.76418 -1.50885 -0.1 -0.7 -0.2
H -1.56146 -5.91142 -0.58077 0.1 0.0 0.2
H -1.51994 -4.84497 -1.65448 0.1 0.6 0.0
O -2.11994 3.38618 -4.30580 0.0 0.6 0.0
H -1.44262 3.22728 -4.96322 0.1 0.0 -0.2
H -2.21261 2.54974 -3.84970 -0.1 -0.4 0.0
O -4.41349 -0.34807 -3.57010 0.0 0.3 -0.5
H -3.56570 -0.77497 -3.44671 0.4 -0.3 -0.4
H -4.65592 -0.03909 -2.69719 -0.4 0.1 0.3
O 3.16466 -4.97160 -0.82013 0.0 -0.3 0.0
H 3.11990 -5.51820 -1.60464 -0.1 -0.4 -0.1
H 3.12189 -4.07413 -1.15019 -0.2 0.5 0.5
O -1.41040 5.49472 -1.40390 0.1 0.0 -0.1
H -2.30804 5.67280 -1.68455 -0.2 0.1 0.0
H -1.14272 4.73622 -1.92280 0.0 -0.4 -0.5
```
Forces are in eV/Å.

(5)
# C5H8N2

C5H8N2 in the gas phase (wB97M-V/def2-TZVPD, the OMol25 dataset).

Results
- E_LUMO: 0.92 eV
- M: 96.13 g mol⁻¹
- ΔE to the lowest compared entry with this formula, charge and spin: 138.5 kJ/mol
- Gap between HOMO and LUMO: 11.22 eV

```
15
Properties=species:S:1:pos:R:3:forces:R:3
N 2.07850 -0.47496 -0.44843 0.1 0.1 0.1
C 0.88461 -0.12360 0.30720 -0.1 -0.1 0.1
C 1.01640 1.15921 1.03442 0.5 0.8 0.8
N 1.23945 2.08430 1.69299 -0.4 -0.7 -0.7
C -0.34836 -0.18713 -0.59301 0.1 0.0 0.0
C -1.59138 0.62099 -0.33468 -0.1 0.1 0.0
C -1.57376 -0.84643 -0.03498 -0.2 -0.3 0.0
H 2.83306 -0.73380 0.17992 -0.1 0.1 -0.1
H 2.38313 0.32765 -0.98947 0.1 -0.1 0.0
H 0.78380 -0.86400 1.10617 -0.1 -0.1 -0.1
H -0.08654 -0.38075 -1.63490 -0.1 0.0 0.3
H -1.62623 1.31724 0.49982 0.2 -0.1 -0.1
H -2.15727 0.93883 -1.20516 0.1 0.0 0.1
H -2.13196 -1.50777 -0.68159 -0.1 0.0 0.0
H -1.55443 -1.15376 1.01335 0.1 0.1 -0.3
```
Forces are in eV/Å.

(6)
# C2H4N4O2

C2H4N4O2 in the gas phase (wB97M-V/def2-TZVPD, the OMol25 dataset).

Results
- E_LUMO: -1.20 eV
- M: 116.08 g mol⁻¹
- ΔE to the lowest compared entry with this formula, charge and spin: 563.5 kJ/mol
- Gap between HOMO and LUMO: 9.12 eV

```
12
Properties=species:S:1:pos:R:3:forces:R:3
C -1.18296 0.00515 -1.45296 3.5 -2.5 -2.4
C 0.56564 0.01182 1.47796 0.5 -1.5 7.2
H -1.77794 -0.93805 -1.53449 0.4 1.1 -0.4
H -0.36013 0.11297 -2.24752 -2.3 0.1 -0.2
H -1.73858 0.86739 -1.36149 -1.2 1.8 0.5
H 1.97873 0.88636 1.02636 1.8 0.2 -2.9
N -0.26007 -0.27175 -0.38018 -1.6 -0.3 0.2
N -0.58155 -1.39269 0.28430 1.0 2.8 3.7
N -0.21120 -1.25424 1.55481 1.3 1.4 -3.4
N 0.33571 0.80569 0.40746 0.2 -3.4 -4.2
O 1.41612 0.37317 2.33839 -1.8 -1.0 -2.3
O 1.81624 0.79416 -0.11266 -1.8 1.3 4.2
```
Forces are in eV/Å.